Computed, not measured: a 6-piece molecular cluster, C47H108NOS overall in a non-equilibrium geometry, with the ωB97M-V functional and the def2-TZVPD basis.

```
158
Properties=species:S:1:pos:R:3
C -3.457 7.584 0.335
C -2.046 6.874 0.414
C -1.304 7.019 -0.958
C -1.623 5.973 -2.073
C -2.650 4.851 -1.754
C -3.538 4.350 -2.948
S -2.715 3.927 -4.522
N -2.600 5.436 -5.395
C -0.977 3.403 -4.329
C -0.778 2.177 -3.363
C 0.775 2.037 -3.169
C 1.191 0.802 -2.311
C 0.449 -0.540 -2.660
C -0.251 -1.096 -1.361
C 0.531 -2.331 -0.786
C -0.148 -3.717 -1.201
C 0.053 -4.803 -0.078
C -1.256 -5.540 0.303
O -2.334 -4.621 0.546
C -3.335 -5.406 1.193
H -3.349 8.626 -0.018
H -3.843 7.622 1.377
H -4.173 7.027 -0.302
H -1.497 7.424 1.204
H -2.197 5.825 0.730
H -0.211 6.976 -0.748
H -1.459 8.039 -1.374
H -1.935 6.503 -3.003
H -0.665 5.477 -2.349
H -2.085 3.974 -1.366
H -3.370 5.089 -0.941
H -4.173 3.525 -2.560
H -4.253 5.175 -3.176
H -1.655 5.769 -5.189
H -3.229 6.088 -4.922
H -0.674 3.033 -5.335
H -0.274 4.241 -4.124
H -1.334 2.263 -2.413
H -1.208 1.306 -3.902
H 1.233 2.072 -4.179
H 1.106 2.965 -2.651
H 1.142 1.081 -1.242
H 2.272 0.632 -2.521
H 1.226 -1.285 -2.933
H -0.224 -0.472 -3.534
H -0.291 -0.353 -0.535
H -1.304 -1.344 -1.604
H 1.569 -2.390 -1.179
H 0.620 -2.298 0.319
H 0.378 -4.036 -2.125
H -1.215 -3.581 -1.468
H 0.523 -4.399 0.843
H 0.750 -5.567 -0.481
H -1.102 -6.162 1.212
H -1.602 -6.230 -0.505
H -2.978 -5.756 2.189
H -3.602 -6.298 0.579
H -4.250 -4.800 1.311
C 1.210 -2.745 6.813
C 0.184 -3.425 5.915
C 0.728 -3.759 4.525
C 1.158 -2.554 3.689
C 0.065 -1.513 3.446
C -1.121 -2.068 2.666
H 1.535 -1.787 6.404
H 0.783 -2.552 7.800
H 2.091 -3.377 6.947
H -0.708 -2.798 5.836
H -0.138 -4.355 6.394
H -0.030 -4.333 3.981
H 1.588 -4.428 4.636
H 1.523 -2.919 2.721
H 2.013 -2.064 4.163
H 0.499 -0.679 2.883
H -0.282 -1.093 4.394
H -0.801 -2.451 1.696
H -1.863 -1.285 2.492
H -1.618 -2.876 3.205
C 2.859 8.407 5.889
C 2.815 9.371 4.710
C 1.402 9.603 4.171
C 0.710 8.357 3.614
C 1.459 7.655 2.481
C 1.629 8.526 1.245
H 2.500 7.413 5.613
H 3.882 8.296 6.252
H 2.247 8.774 6.716
H 3.473 9.008 3.914
H 3.226 10.333 5.030
H 1.443 10.377 3.400
H 0.782 10.013 4.975
H -0.285 8.646 3.258
H 0.541 7.640 4.422
H 0.900 6.756 2.198
H 2.437 7.311 2.827
H 0.655 8.837 0.856
H 2.144 7.968 0.460
H 2.221 9.417 1.457
C 4.180 -4.234 0.412
C 4.765 -5.161 -0.646
C 6.216 -4.834 -0.999
C 6.436 -3.447 -1.606
C 5.641 -3.166 -2.882
C 6.001 -4.098 -4.033
H 4.159 -3.196 0.071
H 3.152 -4.522 0.646
H 4.765 -4.281 1.333
H 4.139 -5.136 -1.544
H 4.722 -6.189 -0.273
H 6.592 -5.599 -1.684
H 6.826 -4.917 -0.094
H 7.503 -3.328 -1.819
H 6.193 -2.680 -0.864
H 5.836 -2.135 -3.192
H 4.566 -3.228 -2.682
H 7.061 -4.017 -4.281
H 5.426 -3.840 -4.925
H 5.784 -5.140 -3.793
C -3.644 1.899 -7.614
C -4.562 3.111 -7.705
C -5.922 2.887 -7.040
C -6.771 1.775 -7.659
C -7.078 1.949 -9.146
C -7.890 3.203 -9.450
H -4.064 1.033 -8.126
H -2.680 2.119 -8.079
H -3.461 1.625 -6.570
H -4.690 3.396 -8.752
H -4.071 3.959 -7.216
H -6.480 3.828 -7.058
H -5.762 2.652 -5.980
H -7.713 1.712 -7.106
H -6.275 0.811 -7.512
H -7.640 1.077 -9.488
H -6.151 1.963 -9.728
H -8.843 3.187 -8.916
H -8.104 3.267 -10.518
H -7.355 4.112 -9.168
C 1.843 -8.811 8.540
C 2.433 -9.409 7.269
C 3.088 -8.367 6.360
C 2.141 -7.295 5.819
C 0.948 -7.825 5.022
C 1.357 -8.579 3.762
H 1.049 -8.095 8.320
H 1.413 -9.596 9.166
H 2.612 -8.301 9.124
H 1.657 -9.957 6.726
H 3.189 -10.149 7.549
H 3.572 -8.884 5.526
H 3.892 -7.873 6.914
H 2.718 -6.614 5.184
H 1.767 -6.685 6.648
H 0.319 -6.977 4.734
H 0.326 -8.469 5.650
H 1.940 -7.937 3.097
H 0.472 -8.914 3.217
H 1.952 -9.463 3.995
```

Values from the calculation:
Net charge: +1
HOMO-LUMO gap, eV: 8.397
Largest force on an atom, eV/A: 2.1
HOMO, eV: -11.3
E, a.u.: -2383.42455

---

Computed, not measured: C24H31Br27N3 as an isolated structure in a non-equilibrium geometry, with the ωB97M-V functional and the def2-TZVPD basis.

```
85
Properties=species:S:1:pos:R:3
C 3.006 -2.860 1.760
C 2.592 -2.928 0.201
C 2.999 -1.621 -0.663
C 2.717 -0.202 0.078
C 1.672 0.774 -0.717
N 1.323 0.824 -2.148
N 0.360 1.827 -2.177
C 0.084 2.407 -0.836
C -1.044 3.565 -0.674
C -1.889 3.526 0.720
C -2.099 2.057 1.373
C -2.716 0.946 0.375
C -2.484 -0.598 0.805
C -2.975 -1.838 -0.069
C -3.725 -1.512 -1.445
C -3.968 0.008 -1.854
C -3.483 1.275 -0.991
N 0.939 1.728 0.158
H 2.183 -2.217 2.286
H 3.100 -3.883 2.285
H 4.012 -2.296 1.921
H 3.176 -3.834 -0.274
H 1.462 -3.212 0.081
H 4.150 -1.707 -0.879
H 2.491 -1.701 -1.719
H 2.318 -0.282 1.159
H 3.734 0.383 0.087
H -0.062 2.030 -3.102
H -1.839 3.575 -1.537
H -0.521 4.619 -0.735
H -2.905 4.072 0.588
H -1.278 4.156 1.502
H -2.854 2.194 2.263
H -1.129 1.592 1.834
H -1.907 -0.811 1.800
H -2.764 -2.911 0.296
H -4.066 -2.393 -2.117
H -4.509 0.214 -2.851
H -3.645 2.376 -1.325
H 0.961 1.895 1.179
C -0.646 -3.255 4.358
Br -1.462 -2.836 6.070
Br -1.677 -2.549 2.871
Br 1.205 -2.683 4.282
H -0.650 -4.342 4.259
C 1.884 -7.341 1.695
Br 3.144 -6.479 0.485
Br 0.318 -6.236 2.026
Br 1.398 -9.113 1.067
H 2.390 -7.470 2.654
C 1.893 6.646 0.671
Br 1.763 8.339 -0.272
Br 0.354 6.339 1.815
Br 2.194 5.162 -0.544
H 2.768 6.709 1.320
C -6.642 -3.025 2.199
Br -6.184 -3.120 4.085
Br -8.199 -1.907 1.889
Br -5.128 -2.468 1.114
H -6.907 -4.036 1.884
C -8.998 2.638 1.691
Br -10.526 1.473 1.407
Br -8.289 2.473 3.492
Br -7.623 2.367 0.346
H -9.355 3.664 1.582
C 6.323 2.306 0.962
Br 6.796 2.206 2.843
Br 4.750 3.410 0.670
Br 7.821 2.883 -0.131
H 6.066 1.294 0.643
C 4.146 10.399 -2.417
Br 5.739 10.697 -1.346
Br 3.133 12.036 -2.676
Br 4.563 9.532 -4.104
H 3.508 9.714 -1.856
C 3.446 -10.080 -2.845
Br 4.143 -11.152 -1.384
Br 1.513 -9.906 -2.755
Br 4.322 -8.349 -2.955
H 3.675 -10.613 -3.770
C 0.222 -0.583 -5.577
Br 1.631 -1.762 -6.206
Br 0.663 0.211 -3.852
Br -0.237 0.765 -6.900
H -0.667 -1.200 -5.429
```

Values from the calculation:
Net charge: +1
HOMO-LUMO gap, eV: 7.332
Largest force on an atom, eV/A: 13.3
HOMO, eV: -11.0
E, a.u.: -70594.89690

---

Computed, not measured: an isolated molecule of C4H9NO, with the ωB97M-V functional and the def2-TZVPD basis.

```
15
Properties=species:S:1:pos:R:3
C -2.037 0.843 -0.186
C -0.958 0.290 -1.113
N 0.286 0.272 -0.368
C 0.785 -0.829 -0.003
C 1.969 -0.805 0.928
O 2.353 0.500 1.240
H -2.230 0.138 0.629
H -1.690 1.781 0.258
H -2.975 1.029 -0.717
H -1.237 -0.711 -1.483
H -0.834 0.946 -1.982
H 0.372 -1.807 -0.294
H 2.807 -1.360 0.480
H 1.677 -1.358 1.837
H 1.713 1.070 0.775
```

Values from the calculation:
HOMO-LUMO gap, eV: 11.220
Largest force on an atom, eV/A: 0.4
Energy above the lowest of the compared OMol25 structures with the same formula, charge and spin, kcal/mol: 33.9
HOMO, eV: -10.1
E, a.u.: -287.77848

---

Computed, not measured: an isolated ion of composition C6H7N2O3S and charge -1 in a non-equilibrium geometry, with the ωB97M-V functional and the def2-TZVPD basis.

```
19
Properties=species:S:1:pos:R:3
C 0.513 1.790 1.456
C -0.505 2.481 0.843
C -0.620 0.917 -0.888
C 0.348 0.139 -0.208
C 0.980 0.514 1.015
C -0.728 -2.616 -0.460
N 1.904 -0.135 1.648
N -1.007 2.114 -0.381
O -1.880 2.985 -0.991
O 0.398 -1.261 -2.353
O 1.838 -2.171 -0.618
S 0.635 -1.462 -0.937
H 0.948 2.133 2.340
H -0.913 3.482 1.225
H -0.996 0.631 -1.922
H -0.741 -2.957 0.658
H -1.644 -2.151 -0.611
H -0.648 -3.465 -1.080
H 2.119 -0.968 1.264
```

Values from the calculation:
Net charge: -1
HOMO-LUMO gap, eV: 6.648
Largest force on an atom, eV/A: 4.4
Energy above the lowest of the compared OMol25 structures with the same formula, charge and spin, kcal/mol: 44.2
HOMO, eV: -3.4
E, a.u.: -966.19752

---

Computed, not measured: an isolated molecule of CH2NOP in a non-equilibrium geometry, with the ωB97M-V functional and the def2-TZVPD basis.

```
6
Properties=species:S:1:pos:R:3
C 3.039 0.133 -0.017
N 1.722 -0.291 0.294
O 4.189 0.008 -0.078
P 0.432 0.741 0.017
H -0.175 -0.153 -0.864
H -0.317 0.425 1.302
```

Values from the calculation:
HOMO-LUMO gap, eV: 9.036
Largest force on an atom, eV/A: 8.8
Energy above the lowest of the compared OMol25 structures with the same formula, charge and spin, kcal/mol: 32.5
HOMO, eV: -9.3
E, a.u.: -510.59374

---

Computed, not measured: a 3-piece molecular cluster, C3H12NO3 overall in a non-equilibrium geometry, with the ωB97M-V functional and the def2-TZVPD basis.

```
19
Properties=species:S:1:pos:R:3
C -1.827 -0.165 0.961
C -1.665 0.300 -0.503
C -0.306 0.997 -0.784
O 0.654 0.101 -1.164
N -0.603 -0.563 1.667
H -2.572 -0.960 1.089
H -2.260 0.603 1.608
H -1.732 -0.568 -1.151
H -2.474 1.017 -0.706
H 0.018 1.700 -0.006
H -0.543 1.700 -1.646
H 0.010 0.221 1.881
H -0.011 -1.094 1.039
H 1.384 -1.348 -0.969
H 2.690 -2.083 -0.573
O 1.758 -2.222 -0.708
H 2.799 1.496 -0.120
H 1.879 0.262 -0.116
O 2.800 0.604 0.204
```

Values from the calculation:
Net charge: -1
HOMO-LUMO gap, eV: 8.040
Largest force on an atom, eV/A: 2.1
Energy above the lowest of the compared OMol25 structures with the same formula, charge and spin, kcal/mol: 12.5
HOMO, eV: -3.9
E, a.u.: -401.99571

---

Computed, not measured: a 4-piece molecular cluster, C5H20N2O4 overall in a non-equilibrium geometry, with the ωB97M-V functional and the def2-TZVPD basis.

```
31
Properties=species:S:1:pos:R:3
C 0.359 1.453 1.498
N 0.288 2.394 0.369
C 0.962 1.905 -0.850
C -0.123 1.263 -1.740
C -0.116 -0.207 -1.584
O -0.182 -0.926 -2.789
C -0.844 1.602 2.403
N -1.925 0.697 2.187
H 1.280 1.649 2.063
H 0.449 0.455 1.021
H 0.649 3.383 0.653
H 1.865 1.204 -0.729
H 1.455 2.708 -1.353
H 0.144 1.599 -2.877
H -1.170 1.632 -1.490
H -1.008 -0.492 -0.829
H 0.753 -0.576 -1.083
H -1.090 2.589 2.640
H -0.435 1.286 3.349
H -2.679 1.155 1.768
H -1.717 -0.119 1.827
H -0.163 -0.316 -3.580
H 0.863 -2.698 -2.334
H 0.915 -3.318 -0.869
O 1.447 -2.817 -1.537
H -1.540 -3.766 -0.426
H -1.158 -2.448 0.112
O -0.850 -3.269 -0.115
H 0.698 -1.354 1.605
H 1.559 -2.586 0.943
O 1.312 -2.083 1.745
```

Values from the calculation:
⟨S²⟩: 0.76
2S+1: 2
Net charge: +1
HOMO-LUMO gap (spin up / spin down), eV: 10.173 / 5.004
Largest force on an atom, eV/A: 6.0
Energy above the lowest of the compared OMol25 structures with the same formula, charge and spin, kcal/mol: 49.9
HOMO (spin up / spin down), eV: -13.4 / -13.4
E, a.u.: -612.54691

---

Computed, not measured: C5H11N3O as an isolated structure in a non-equilibrium geometry, with the ωB97M-V functional and the def2-TZVPD basis.

```
20
Properties=species:S:1:pos:R:3
C 1.576 2.787 -0.186
C 0.773 0.507 -0.097
C 1.193 -1.434 1.086
C -0.522 0.893 -0.196
C -1.547 -0.065 -0.186
H 2.580 3.185 0.603
H 1.753 3.018 -1.497
H 0.258 3.103 0.240
H 2.692 1.127 -0.179
H 1.605 -0.897 1.972
H 1.680 -2.282 0.859
H 0.259 -1.559 1.595
H -0.780 1.999 -0.293
H -2.430 0.489 -0.202
H -3.802 -1.562 -0.526
H -2.921 -2.892 0.146
N 1.813 1.407 0.129
N -1.584 -1.333 -0.059
N -2.803 -2.038 -0.528
O 1.036 -0.764 -0.254
```

Values from the calculation:
HOMO-LUMO gap, eV: 8.210
Largest force on an atom, eV/A: 5.2
Energy above the lowest of the compared OMol25 structures with the same formula, charge and spin, kcal/mol: 174.0
HOMO, eV: -7.5
E, a.u.: -436.36982

---

Computed, not measured: a 2-piece molecular cluster, C3H6Cl3NO3P overall, with the ωB97M-V functional and the def2-TZVPD basis.

```
17
Properties=species:S:1:pos:R:3
O -1.795 0.022 1.112
C -1.375 -1.028 1.487
O -1.094 -1.187 2.835
C -1.132 -2.298 0.675
N -0.950 -2.205 -0.730
P 0.310 -1.603 -1.447
O 1.397 -1.289 -0.191
Cl -0.128 0.595 -1.893
H -1.103 -2.128 3.038
H -2.046 -2.891 0.873
H -0.309 -2.831 1.183
H 2.276 -1.486 -0.523
C 1.082 3.676 -1.172
Cl 2.729 3.080 -0.913
Cl 0.803 4.157 -2.851
H 0.391 2.871 -0.941
H 0.943 4.546 -0.542
```

Values from the calculation:
Net charge: -1
HOMO-LUMO gap, eV: 7.177
Largest force on an atom, eV/A: 0.4
HOMO, eV: -4.0
E, a.u.: -2120.43435

---

Computed, not measured: C3H6N2S as an isolated structure in a non-equilibrium geometry, with the ωB97M-V functional and the def2-TZVPD basis.

```
12
Properties=species:S:1:pos:R:3
C 0.415 -0.075 1.277
C 0.866 0.983 -2.065
C -0.414 0.186 -1.722
H 0.981 -0.071 2.230
H 2.188 0.125 0.415
H 0.739 2.121 -1.877
H 1.298 0.599 -2.911
H -0.903 -0.793 -2.272
H -1.430 0.413 -0.876
N 1.077 0.203 0.243
N 0.762 -0.018 -1.063
S -1.309 -0.641 1.631
```

Values from the calculation:
HOMO-LUMO gap, eV: 8.293
Largest force on an atom, eV/A: 7.3
Energy above the lowest of the compared OMol25 structures with the same formula, charge and spin, kcal/mol: 133.7
HOMO, eV: -7.9
E, a.u.: -625.40893

---

Computed, not measured: a 4-piece molecular cluster, C10H24Cl4O6S2 overall in a non-equilibrium geometry, with the ωB97M-V functional and the def2-TZVPD basis.

```
46
Properties=species:S:1:pos:R:3
Cl 25.003 7.267 -9.608
C 24.547 5.875 -10.606
C 23.747 6.234 -11.836
Cl 22.217 6.989 -11.403
H 24.052 5.100 -10.019
H 25.511 5.521 -10.971
H 23.423 5.373 -12.419
H 24.239 6.955 -12.489
Cl 32.662 0.251 -6.703
C 32.034 1.608 -5.665
C 30.858 2.266 -6.331
Cl 31.204 2.865 -8.024
H 32.893 2.268 -5.544
H 31.818 1.207 -4.675
H 30.570 3.162 -5.781
H 30.012 1.586 -6.431
O 22.726 14.647 -14.910
S 21.560 13.850 -14.530
O 20.329 14.507 -14.126
O 21.196 12.731 -15.690
C 19.859 12.173 -15.641
C 19.749 10.824 -16.360
C 22.219 12.715 -13.207
H 19.149 12.887 -16.059
H 19.516 12.003 -14.621
H 20.141 10.011 -15.748
H 20.279 10.867 -17.312
H 18.751 10.503 -16.656
H 22.680 13.404 -12.500
H 22.952 12.022 -13.621
H 21.463 12.161 -12.649
O 24.637 3.208 0.669
S 25.725 3.998 0.088
O 26.478 3.556 -1.112
O 25.291 5.560 -0.211
C 24.600 5.744 -1.394
C 23.702 6.974 -1.219
C 26.993 4.268 1.399
H 23.917 4.964 -1.729
H 25.201 5.987 -2.270
H 24.415 7.749 -0.936
H 23.080 6.765 -0.348
H 23.114 7.223 -2.103
H 27.470 3.361 1.768
H 26.508 4.769 2.237
H 27.765 4.976 1.098
```

Values from the calculation:
HOMO-LUMO gap, eV: 11.155
Largest force on an atom, eV/A: 3.9
HOMO, eV: -10.8
E, a.u.: -3483.92427

---

Computed, not measured: C24H22FN4Ru as an isolated structure, with the ωB97M-V functional and the def2-TZVPD basis.

```
52
Properties=species:S:1:pos:R:3
Ru -0.177 -0.182 -0.381
C -2.860 0.851 0.343
N -1.495 1.428 0.344
C -1.335 2.506 -0.663
C 0.081 2.598 -1.183
C 0.605 3.796 -1.621
C 1.868 3.816 -2.199
C 2.572 2.630 -2.309
C 1.999 1.465 -1.835
N 0.774 1.438 -1.294
C -1.075 1.844 1.703
C 0.237 1.235 2.121
C 0.862 1.627 3.292
C 2.071 1.056 3.644
C 2.635 0.113 2.794
C 1.964 -0.234 1.645
N 0.769 0.300 1.321
C -2.833 -0.594 0.790
C -3.910 -1.195 1.402
C -3.865 -2.558 1.671
C -2.739 -3.279 1.312
C -1.687 -2.615 0.710
N -1.724 -1.298 0.459
H -3.238 0.873 -0.681
H -3.548 1.438 0.955
H -1.657 3.473 -0.271
H -1.982 2.267 -1.510
H 0.027 4.704 -1.518
H 2.293 4.745 -2.555
H 3.558 2.596 -2.748
H 2.520 0.519 -1.884
H -1.848 1.561 2.420
H -0.992 2.932 1.751
H 0.397 2.378 3.916
H 2.571 1.348 4.557
H 3.588 -0.347 3.012
H 2.375 -0.944 0.946
H -4.781 -0.607 1.659
H -4.703 -3.048 2.150
H -2.667 -4.341 1.493
H -0.788 -3.133 0.411
F 2.255 -4.666 -3.596
C 1.818 -3.670 -2.838
C 2.022 -3.739 -1.464
C 1.577 -2.696 -0.677
C 0.923 -1.584 -1.236
C 0.760 -1.554 -2.634
C 1.188 -2.595 -3.441
H 2.519 -4.604 -1.046
H 1.715 -2.774 0.396
H 0.298 -0.696 -3.119
H 1.062 -2.581 -4.515
```

Values from the calculation:
⟨S²⟩: 0.77
2S+1: 2
Net charge: +2
HOMO-LUMO gap (spin up / spin down), eV: 7.644 / 6.885
Largest force on an atom, eV/A: 0.7
Energy above the lowest of the compared OMol25 structures with the same formula, charge and spin, kcal/mol: 3.3
HOMO (spin up / spin down), eV: -14.3 / -14.5
E, a.u.: -1341.02224